Record 1
Entry from the OMol25 dataset: a molecular structure, C14H12BGaNO2S5Se (the ωB97M-V functional and the def2-TZVPD basis).

Geometry as XYZ:
```
37
Properties=species:S:1:pos:R:3:mulliken_charge:R:1
Se -3.87 3.15 0.03 -0.427
Ga 0.08 0.03 -0.09 -0.463
S -1.33 5.02 0.19 -0.045
S 1.47 4.25 -0.01 -0.112
S -2.10 0.68 -0.20 -0.282
S 0.78 7.10 0.11 -0.288
S 2.40 1.04 -0.26 -0.542
O 0.79 -2.86 -0.95 -0.345
O -0.57 -2.83 0.91 -0.338
N 0.79 1.72 0.03 -0.021
C -0.39 -9.04 0.52 -2.189
C 0.30 5.52 0.12 0.102
C 0.49 -4.15 -0.57 1.028
C -0.77 -5.27 1.15 -0.864
C -0.42 -7.86 2.70 -1.587
C -0.31 -4.13 0.54 0.275
C -1.05 3.28 0.08 0.066
C 0.89 -5.33 -1.14 -1.542
C 0.33 2.92 0.05 0.369
C -2.15 2.44 -0.02 -0.087
C 0.44 -6.51 -0.54 -0.145
C -0.39 -6.50 0.59 0.064
C -0.90 -7.79 1.24 2.282
C -2.43 -7.80 1.21 -1.583
B 0.11 -2.04 -0.03 0.813
H 1.53 -5.35 -2.02 0.433
H -2.80 -7.76 0.19 0.368
H -0.79 -9.93 1.03 0.434
H -2.85 -6.96 1.76 0.328
H 0.70 -9.11 0.53 0.434
H -0.78 -8.77 3.17 0.436
H 0.74 -7.45 -0.97 0.432
H -1.41 -5.21 2.02 0.439
H -2.81 -8.72 1.68 0.433
H -0.80 -7.01 3.28 0.324
H 0.67 -7.84 2.76 0.367
H -0.73 -9.08 -0.52 0.434
```

- E_LUMO (eV) = 1.99
- Kohn-Sham gap (eV) = 6.1063
- energy relative to the best compared isomer or geometry (same formula, charge and spin) (eV) = 2.756
- total charge = -1

Record 2
Entry from the OMol25 dataset: a single C14H12Cl2N4O2S2 molecule (the ωB97M-V functional and the def2-TZVPD basis).

Geometry as XYZ:
```
36
Properties=species:S:1:pos:R:3:mulliken_charge:R:1
Cl -2.57 -3.91 -3.52 -0.160
Cl -4.67 -3.70 -1.08 -0.187
S 1.71 3.44 3.50 -0.114
S -0.58 2.57 1.49 1.264
O -0.07 3.64 0.68 -0.593
O -1.84 3.11 2.06 -0.710
N 0.93 1.07 3.02 0.104
N 2.05 0.91 3.78 -0.746
N 0.23 -0.38 -1.11 -0.307
N -1.83 0.20 0.62 -0.578
C -3.28 -2.67 -1.16 0.764
C 2.55 2.08 4.24 0.488
C 2.88 0.32 -0.37 -1.791
C -0.87 -1.17 -1.07 0.099
C 0.41 0.71 -0.27 0.054
C -1.94 -0.91 -0.25 0.560
C -0.70 0.98 0.57 0.017
C -1.15 -2.07 -2.06 -0.359
C -2.32 -2.90 -2.17 -0.260
C 0.61 2.29 2.77 0.240
C 1.97 2.16 -1.81 -1.493
C -3.17 -1.68 -0.27 -0.918
C 1.75 1.37 -0.50 1.217
C 3.75 1.98 5.15 -0.920
H 1.71 3.23 -1.62 0.299
H -0.37 -2.24 -2.74 0.525
H 2.91 -0.33 -1.27 0.353
H 2.96 2.05 -2.12 0.437
H 1.93 2.08 0.28 0.159
H 4.66 2.39 4.74 0.273
H 2.70 -0.20 0.55 0.429
H 1.37 1.85 -2.67 0.324
H -3.98 -1.43 0.51 0.373
H 3.67 2.48 6.06 0.363
H 3.80 0.92 5.49 0.295
H 3.84 0.81 -0.38 0.502
```

- E_LUMO (eV) = -1.38
- Kohn-Sham gap (eV) = 8.0628
- SMILES = Cc1nnc(S(=O)(=O)c2nc3cc(Cl)c(Cl)cc3nc2C(C)C)s1

Asked for HOMO energy across the records above, the calculation gives -4.11 -9.45 eV in order.